Record 1
The following is a quantum chemistry calculation of a structure of composition C52H70N7P2Si2Tl in a non-equilibrium geometry, from OMol25.

The calculation puts the LUMO energy at 4.08 eV. As for the molar mass: 1115.7 g mol⁻¹. The value obtained for the HOMO energy is -1.1348 eV. As for the orbital gap: 5.218 eV. As for the total energy: -104520.5967 eV.

```
! RIJCOSX wB97M-V def2-TZVPD def2/J DEFGRID3
* xyz -2 1
Tl -0.03 -0.24 0.52
P 2.54 0.82 -1.54
P 0.97 3.28 -0.98
Si -1.82 4.28 -0.96
Si 1.50 -1.33 -3.43
N -2.51 0.63 2.17
N -2.48 -0.48 -0.61
N -0.62 3.08 -1.00
N -1.49 -2.67 1.18
N 1.28 -2.94 0.45
N 1.66 -0.47 -2.00
N 0.54 -2.19 3.01
C 1.96 -2.39 2.82
C 2.13 5.77 -4.71
C 3.06 5.57 -3.70
C -0.31 -3.32 3.28
C 1.13 -3.15 -2.97
C -4.00 0.14 -2.19
C 0.37 -4.05 0.25
C 1.30 4.58 0.32
C -2.95 -0.73 -1.83
C 5.48 -1.79 -0.26
C 4.80 2.46 -5.26
C 1.50 6.31 2.53
C 0.57 4.38 -3.52
C -2.81 0.86 3.50
C 2.09 6.64 1.32
C -2.70 4.33 0.74
C -2.02 1.34 5.75
C -4.06 0.50 4.04
C 3.50 1.41 -3.01
C 3.92 0.04 -0.57
C -1.66 -3.16 2.53
C 0.20 2.89 4.65
C -1.10 -3.59 0.14
C 0.89 5.15 -4.63
C -3.16 3.93 -2.28
C -4.17 0.98 -1.11
C -4.26 0.57 5.42
C 5.92 -1.22 0.93
C 4.48 -1.16 -1.00
C -5.19 -0.05 3.19
C 1.48 4.23 -2.48
C 2.97 -1.55 -4.65
C -3.23 0.59 -0.14
C 2.30 -3.11 1.47
C 0.06 -0.80 -4.56
C 5.36 -0.03 1.37
C 0.80 5.12 2.64
C 4.85 1.75 -2.96
C 1.97 2.00 -0.46
C 4.37 0.60 0.62
C 1.98 5.78 0.23
C 5.49 2.27 -4.07
C -4.90 -1.47 2.69
C -3.25 0.97 6.28
C -1.38 6.13 -1.23
C 2.75 4.79 -2.60
C 2.80 1.66 -4.19
C -1.79 1.31 4.38
C -0.49 1.82 3.81
C 3.44 2.16 -5.31
C 0.71 4.26 1.55
C -3.19 1.11 1.18
H -3.50 4.85 -2.76
H -2.47 3.43 1.31
H 4.05 6.02 -3.77
H 1.92 -3.57 -2.35
H 2.42 6.09 -0.72
H -2.25 -2.09 0.86
H 3.28 -0.61 -5.10
H -0.68 2.21 2.81
H -0.51 3.64 4.99
H 0.16 5.29 -5.42
H 6.68 -1.72 1.52
H -4.03 3.44 -1.84
H 0.61 -4.62 -0.66
H -2.20 -4.12 2.56
H -6.10 -0.05 3.80
H 0.96 3.39 4.05
H 3.92 1.53 0.93
H -5.75 -1.86 2.13
H 0.69 2.46 5.53
H -4.03 -1.47 2.04
H -2.78 3.26 -3.06
H 3.48 4.59 -1.83
H 2.70 -2.24 -5.46
H 2.89 2.33 -6.23
H -4.55 0.15 -3.12
H -0.13 -1.53 -5.35
H 6.55 2.51 -4.02
H -2.26 -2.42 3.07
H -4.89 1.78 -0.99
H 0.26 0.16 -5.05
H -2.35 5.19 1.33
H 2.44 -2.95 3.64
H -1.00 6.32 -2.24
H -0.52 -3.45 4.35
H -5.23 0.30 5.82
H 0.46 -4.74 1.08
H -2.53 -1.53 -2.43
H -2.23 6.79 -1.06
H 3.25 -2.72 1.12
H 0.19 -4.23 2.94
H 2.45 -4.18 1.68
H -4.70 -2.13 3.54
H 0.15 3.34 1.61
H -3.42 1.02 7.35
H -0.39 3.89 -3.44
H 2.42 -1.40 2.78
H 2.63 7.57 1.22
H 5.40 1.59 -2.04
H 5.92 -2.71 -0.62
H 0.21 0.99 3.66
H 5.71 0.41 2.29
H -5.38 0.59 2.33
H -3.78 4.41 0.64
H 5.30 2.85 -6.13
H -0.86 -0.67 -3.98
H 0.32 4.86 3.57
H -1.23 1.65 6.41
H -1.22 -3.05 -0.80
H 1.56 6.99 3.37
H -3.83 1.99 1.33
H 0.33 -1.42 3.61
H 3.85 -1.97 -4.14
H -1.73 -4.50 0.11
H -0.59 6.42 -0.53
H 2.38 6.39 -5.57
H 0.19 -3.23 -2.43
H 1.64 -2.55 -0.42
H 1.74 1.44 -4.21
H 1.06 -3.78 -3.87
H 4.12 -1.60 -1.92
*
```

Löwdin population analysis, charges in e, atoms 1 to 4: number 1, Tl, carries 0.821; number 2, P, carries 0.566; number 3, P, carries 0.586; number 4, Si, carries 0.325

=====

Record 2
The following is a quantum chemistry calculation of a structure of composition C35H32CoF6N6OS3 in a non-equilibrium geometry, from OMol25.

The calculation puts the LUMO energy (spin up / spin down) at -1.80 / -1.81 eV. The energy above the lowest of the compared OMol25 structures with the same formula, charge and spin is 0.000 eV. As for the molar mass: 821.8 g mol⁻¹. The value obtained for the HOMO energy (spin up / spin down) is -6.6920 / -6.7482 eV. As for the expectation value of S²: 0.81. As for the orbital gap (spin up / spin down): 4.896 / 4.936 eV. As for the total energy: -134239.8433 eV.

```
! RIJCOSX wB97M-V def2-TZVPD def2/J DEFGRID3
* xyz 0 2
Co 0.75 2.28 0.27
S 1.33 1.27 -1.74
S 1.79 0.50 1.22
S 0.94 3.36 2.23
F 0.02 6.78 -2.55
F -2.26 6.04 -1.34
F 0.52 4.81 -3.30
F -2.26 4.16 -0.28
F 1.86 5.82 -1.94
F -1.93 4.20 -2.42
O 0.41 3.70 -0.87
N -2.22 2.92 4.41
N 2.00 -2.00 0.37
N -1.11 3.42 3.85
N 1.67 -1.30 -2.31
N -1.00 1.71 0.88
N -1.44 2.07 2.00
C -2.04 1.28 -1.29
C 0.25 -3.03 -5.03
C -0.13 4.95 -0.98
C -1.05 -2.15 -3.22
C 0.56 5.59 -2.21
C 3.92 -2.90 1.57
C -0.66 2.87 2.76
C -1.92 -3.94 -4.57
C 2.27 -2.58 -1.98
C 5.57 -4.65 1.59
C -3.90 1.35 5.06
C 6.23 -2.39 1.09
C 1.78 -3.04 -0.62
C 4.26 -4.23 1.74
C -2.06 -3.05 -3.51
C 0.11 -2.12 -3.99
C 1.19 -1.12 -3.67
C -2.63 1.60 4.53
C 0.05 5.89 0.22
C 2.49 -2.43 1.68
C 4.91 -1.98 1.24
C -0.76 -3.93 -5.33
C -3.00 0.34 0.70
C 1.81 -0.71 0.04
C -4.02 -0.21 -0.05
C -4.32 0.05 5.28
C -3.49 -1.02 4.98
C -4.07 -0.01 -1.43
C 1.59 -0.35 -1.35
C -2.00 1.10 0.09
C 6.56 -3.73 1.26
C -3.07 0.73 -2.04
C -1.79 0.52 4.23
C -2.23 -0.78 4.46
C -1.65 4.84 -1.27
H -2.72 -4.63 -4.81
H -3.82 -2.04 5.15
H 1.16 -3.02 -5.62
H -4.54 2.18 5.30
H 2.02 -1.22 -4.38
H 1.10 5.89 0.49
H -5.31 -0.13 5.68
H 2.40 -1.59 2.36
H 7.59 -4.05 1.14
H -0.80 0.70 3.84
H -0.27 6.90 -0.03
H 3.36 -2.50 -1.97
H 1.85 -3.24 2.04
H 2.32 -3.94 -0.32
H -4.80 -0.79 0.44
H -0.53 5.52 1.06
H -1.31 1.90 -1.77
H 0.81 -0.11 -3.75
H 4.65 -0.94 1.11
H -1.56 -1.60 4.25
H 6.99 -1.67 0.83
H -3.09 0.90 -3.11
H -1.17 -1.46 -2.40
H -2.69 3.59 4.99
H 3.49 -4.96 2.00
H 5.83 -5.69 1.72
H 1.98 -3.31 -2.73
H -2.97 -3.05 -2.91
H -2.95 0.18 1.77
H -0.64 -4.62 -6.15
H 0.71 -3.27 -0.67
H -4.88 -0.42 -2.01
*
```

Löwdin population analysis, charges in e, atoms 1 to 4: number 1, Co, carries -0.118; number 2, S, carries 0.923; number 3, S, carries 0.817; number 4, S, carries 0.675

=====

Record 3
The following is a quantum chemistry calculation of a structure of composition C3H6N2O in a non-equilibrium geometry, from OMol25.

The calculation puts the LUMO energy (spin up / spin down) at 0.31 / 0.31 eV. The energy above the lowest of the compared OMol25 structures with the same formula, charge and spin is 3.808 eV. As for the molar mass: 86.1 g mol⁻¹. The value obtained for the HOMO energy (spin up / spin down) is -9.2407 / -9.2403 eV. As for the orbital gap (spin up / spin down): 9.547 / 9.547 eV. As for the total energy: -8232.8910 eV.

```
! RIJCOSX wB97M-V def2-TZVPD def2/J DEFGRID3
* xyz 0 1
O 1.23 0.14 1.43
N 0.83 -1.36 -1.26
N -1.13 -0.78 0.03
C 0.88 0.64 0.18
C -0.66 0.62 0.02
C 1.29 -0.37 -0.86
H -0.43 -1.60 -0.77
H 0.60 -0.58 1.60
H -2.01 -0.77 -0.47
H -0.97 1.21 0.90
H 1.32 1.63 0.06
H -0.95 1.22 -0.87
*
```

Löwdin population analysis, charges in e, atoms 1 to 4: number 1, O, carries -0.014; number 2, N, carries 0.135; number 3, N, carries -0.075; number 4, C, carries -0.378

=====

Record 4
The following is a quantum chemistry calculation of a structure of composition C19H17F5N2SZn in a non-equilibrium geometry, from OMol25.

The calculation puts the LUMO energy at -1.07 eV. The energy above the lowest of the compared OMol25 structures with the same formula, charge and spin is 0.000 eV. As for the molar mass: 465.8 g mol⁻¹. The value obtained for the HOMO energy is -7.2260 eV. As for the orbital gap: 6.151 eV. As for the total energy: -95798.8681 eV.

```
! RIJCOSX wB97M-V def2-TZVPD def2/J DEFGRID3
* xyz 0 1
Zn 0.23 0.03 0.26
S 0.03 -2.14 -0.76
F -0.37 -6.18 3.49
F -2.64 -5.06 2.43
F 2.09 -5.42 2.55
F -2.47 -3.25 0.41
F 2.30 -3.63 0.50
N 0.73 1.13 -1.63
N -1.70 0.44 -0.72
C 1.98 1.48 -1.98
C -2.88 -0.05 -0.29
C -4.06 0.94 -2.15
C -0.13 2.31 -3.53
C 1.08 -3.97 0.98
C -1.43 -4.72 1.94
C -1.66 1.11 -1.90
C -4.08 0.19 -0.96
C -0.33 1.53 -2.38
C 0.97 -4.91 2.00
C -1.33 -3.78 0.93
C 2.36 0.64 4.53
C -0.08 -3.33 0.45
C 1.78 -0.08 1.38
C 1.16 2.70 -3.90
C 2.24 2.28 -3.11
C -2.83 1.40 -2.61
C -0.28 -5.29 2.48
C 1.06 -0.13 4.77
H 2.31 1.25 3.63
H -2.75 1.99 -3.52
H 3.25 2.56 -3.34
H 0.72 -0.68 3.89
H -5.02 -0.20 -0.55
H 2.59 1.27 5.38
H 2.43 -0.51 0.60
H 3.21 -0.07 4.44
H -2.84 -0.65 0.62
H -0.99 2.64 -4.10
H 2.78 1.12 -1.33
H 1.31 3.32 -4.78
H 1.19 -0.84 5.59
H -4.98 1.15 -2.71
H 0.26 0.56 5.09
H 2.13 0.92 1.66
H 1.80 -0.76 2.24
*
```

Löwdin population analysis, charges in e, atoms 1 to 4: number 1, Zn, carries 0.544; number 2, S, carries 0.632; number 3, F, carries 0.098; number 4, F, carries 0.096